10
Properties=species:S:1:pos:R:3 method="wB97M-V/def2-TZVPD" multiplicity=1 energy_ev=-8304.9433 molar_mass_g_mol=84.1 e_above_lowest_kcal_mol=49.21 smiles="C#C[C@@H](O)C=O" homo_lumo_gap_ev="10.943 / 10.947"
C 1.996 -0.492 -0.397
C 1.113 0.077 0.195
C -0.247 0.427 0.669
O -0.693 1.706 0.355
C -1.008 -0.625 -0.144
O -1.653 -0.293 -1.109
H 2.767 -0.996 -0.937
H -0.345 0.259 1.748
H -1.140 1.614 -0.505
H -0.820 -1.680 0.124

***

10
Properties=species:S:1:pos:R:3 method="wB97M-V/def2-TZVPD" multiplicity=1 energy_ev=-8300.3170 molar_mass_g_mol=84.1 e_above_lowest_kcal_mol=155.90 homo_lumo_gap_ev=9.182
O -2.418 -0.020 0.007
C -1.400 -0.623 0.059
O -0.196 0.030 0.354
C 0.317 1.947 -0.241
C 0.913 -0.683 0.216
C 1.904 -1.340 0.071
H -1.229 -1.697 -0.098
H -0.529 1.927 -0.962
H -0.166 2.352 0.671
H 2.804 -1.893 -0.077

***

10
Properties=species:S:1:pos:R:3 method="wB97M-V/def2-TZVPD" multiplicity=1 energy_ev=-8301.2226 molar_mass_g_mol=84.1 e_above_lowest_kcal_mol=135.01 homo_lumo_gap_ev=8.172
C 0.960 -1.560 -0.106
O 0.275 -0.783 -1.120
C -0.656 0.043 -0.732
O -0.887 0.123 0.572
C -0.787 1.472 -0.033
C -0.646 2.668 0.161
H 1.721 -2.117 -0.648
H 1.414 -0.894 0.630
H 0.264 -2.238 0.392
H -0.575 3.732 0.183

***

10
Properties=species:S:1:pos:R:3 method="wB97M-V/def2-TZVPD" multiplicity=1 energy_ev=-8305.5751 molar_mass_g_mol=84.1 e_above_lowest_kcal_mol=34.64 smiles="C#CCOC=O" homo_lumo_gap_ev=11.403
C -2.277 -0.595 -0.456
C -1.080 -0.537 -0.555
C 0.378 -0.451 -0.657
O 0.832 0.859 -0.280
C 1.205 0.995 1.001
O 1.258 0.116 1.817
H -3.339 -0.645 -0.350
H 0.710 -0.584 -1.688
H 0.845 -1.203 -0.016
H 1.468 2.046 1.184

***

10
Properties=species:S:1:pos:R:3 method="wB97M-V/def2-TZVPD" multiplicity=1 energy_ev=-8303.2653 molar_mass_g_mol=84.1 e_above_lowest_kcal_mol=87.91 homo_lumo_gap_ev=9.988
O 2.428 -0.890 -0.017
C 1.388 -0.313 0.050
O 1.162 1.012 0.219
C -0.274 0.791 0.358
C -1.020 0.756 -0.861
C -0.080 -0.708 0.010
H -0.645 1.079 1.339
H -2.049 0.461 -0.580
H -0.368 -0.760 -1.080
H -0.524 -1.495 0.614

***

10
Properties=species:S:1:pos:R:3 method="wB97M-V/def2-TZVPD" multiplicity=1 energy_ev=-8304.2582 molar_mass_g_mol=84.1 e_above_lowest_kcal_mol=65.01 smiles="O=C1CC=CO1" homo_lumo_gap_ev=9.635
O -2.504 -0.407 -0.310
C -1.225 -0.446 0.210
C -0.400 0.903 0.257
C 1.004 0.405 -0.291
C 0.981 -0.925 -0.070
O -0.218 -1.466 0.224
H -0.867 1.489 -0.653
H -0.498 1.429 1.355
H 1.968 0.852 -0.433
H 1.758 -1.835 -0.289

***

10
Properties=species:S:1:pos:R:3 method="wB97M-V/def2-TZVPD" multiplicity=1 energy_ev=-8304.7172 molar_mass_g_mol=84.1 e_above_lowest_kcal_mol=54.42 smiles="C#C[C@@H](O)C=O" homo_lumo_gap_ev=10.779
C -1.245 -1.279 -0.865
C -0.293 -1.108 -0.144
C 0.658 -0.229 0.584
O 1.868 -0.018 -0.062
C -0.241 1.011 0.459
O -0.036 1.814 -0.418
H -2.083 -1.327 -1.523
H 0.845 -0.530 1.620
H 1.663 0.632 -0.758
H -1.136 1.035 1.107

***

10
Properties=species:S:1:pos:R:3 method="wB97M-V/def2-TZVPD" multiplicity=1 energy_ev=-8300.3175 molar_mass_g_mol=84.1 e_above_lowest_kcal_mol=155.88 homo_lumo_gap_ev=9.207
O 0.285 -2.140 -1.094
C 0.180 -0.965 -1.174
O 0.363 -0.149 -0.051
C -0.145 -0.596 1.873
C 0.061 1.132 -0.205
C -0.238 2.282 -0.349
H -0.055 -0.351 -2.055
H -0.770 -1.431 1.491
H 0.840 -1.087 2.012
H -0.520 3.305 -0.447

***

11
Properties=species:S:1:pos:R:3 method="wB97M-V/def2-TZVPD" multiplicity=6 energy_ev=-11285.2486 molar_mass_g_mol=187.0 e_above_lowest_kcal_mol=68.43 homo_lumo_gap_ev="8.267 / 4.357" charge=+2 s2=8.7818
O -3.639 0.827 0.328
C -3.989 -0.345 0.068
C -2.752 -0.823 -0.334
H -5.023 -0.708 -0.027
H -2.051 -1.145 0.448
C -2.136 -2.699 -2.425
C -0.848 -2.554 -2.627
O 0.306 -2.382 -2.450
Rh 2.286 -2.550 -2.396
H -2.838 -1.969 -2.838
H -2.230 -3.825 -2.603

***

11
Properties=species:S:1:pos:R:3 method="wB97M-V/def2-TZVPD" multiplicity=1 energy_ev=-19141.9632 molar_mass_g_mol=116.1 e_above_lowest_kcal_mol=23.71 smiles=Oc1ccc(S)o1 homo_lumo_gap_ev=8.279
O 2.192 -1.049 -0.002
C 1.093 -0.275 -0.001
C 0.938 1.072 -0.007
C -0.493 1.280 -0.002
C -1.080 0.051 -0.004
S -2.741 -0.461 -0.005
O -0.099 -0.920 -0.007
H 1.897 -1.980 -0.006
H 1.743 1.789 0.000
H -1.008 2.250 0.007
H -2.442 -1.759 0.026

***

11
Properties=species:S:1:pos:R:3 method="wB97M-V/def2-TZVPD" multiplicity=2 energy_ev=-12977.6119 molar_mass_g_mol=288.5 e_above_lowest_kcal_mol=67.53 homo_lumo_gap_ev="7.657 / 4.702" charge=+2 s2=0.7610
O 0.351 -3.783 -0.634
C -0.231 -3.540 -1.667
C -0.799 -2.186 -1.905
H -0.424 -4.316 -2.433
H -0.090 -1.363 -2.032
C -2.169 -1.959 -2.095
C -2.725 -0.634 -2.191
O -2.441 0.332 -1.497
Tl -2.765 2.267 -1.360
H -2.861 -2.804 -2.067
H -3.003 -0.542 -3.292

***

11
Properties=species:S:1:pos:R:3 method="wB97M-V/def2-TZVPD" multiplicity=1 energy_ev=-10353.7036 molar_mass_g_mol=100.1 e_above_lowest_kcal_mol=34.79 smiles=Oc1ccoc1O homo_lumo_gap_ev=8.600
O -0.602 -0.643 -1.884
C -0.327 -0.215 -0.671
C -1.348 0.111 0.257
C -0.707 0.562 1.398
O 0.655 0.624 1.246
C 0.860 0.104 -0.016
O 2.178 0.061 -0.409
H 0.191 -0.985 -2.368
H -2.416 0.089 -0.002
H -1.111 0.867 2.320
H 2.626 -0.576 0.129

***

11
Properties=species:S:1:pos:R:3 method="wB97M-V/def2-TZVPD" multiplicity=1 energy_ev=-10350.2034 molar_mass_g_mol=100.1 e_above_lowest_kcal_mol=115.50 homo_lumo_gap_ev=9.841
O -0.788 0.849 -1.791
C -0.593 0.801 -0.614
O -1.486 1.153 0.424
C -1.539 -0.233 0.575
C 0.467 0.087 0.043
C 1.803 -0.427 -0.198
O 1.443 0.504 0.879
H -2.338 -0.648 -0.067
H -1.487 -0.650 1.564
H 2.449 -0.017 -0.980
H 2.070 -1.418 0.165

***

11
Properties=species:S:1:pos:R:3 method="wB97M-V/def2-TZVPD" multiplicity=1 energy_ev=-10352.9083 molar_mass_g_mol=100.1 e_above_lowest_kcal_mol=53.13 homo_lumo_gap_ev=10.710
O 0.714 -3.176 -2.441
C -0.203 -2.886 -1.835
O 0.812 -1.090 0.092
C -0.141 -0.647 0.685
C -0.337 0.828 0.934
C 0.298 1.789 0.042
O -1.086 1.480 -0.086
H -0.600 1.118 1.952
H -0.943 -1.313 1.058
H 0.925 1.416 -0.762
H 0.523 2.788 0.412

***

12
Properties=species:S:1:pos:R:3 method="wB97M-V/def2-TZVPD" multiplicity=1 energy_ev=-12399.4224 molar_mass_g_mol=116.1 e_above_lowest_kcal_mol=89.52 smiles="C=C(C(=O)O)C(=O)O" homo_lumo_gap_ev=9.499
C -0.776 -0.704 -1.303
C -0.083 0.161 -0.363
C 1.503 0.123 -0.124
O 2.187 1.071 0.079
O 2.003 -1.157 -0.460
C -0.902 0.852 0.718
O -0.056 1.537 1.483
O -2.424 0.600 1.078
H -1.879 -0.916 -1.278
H -0.240 -1.524 -1.611
H 2.998 -1.215 -0.107
H -2.331 1.172 1.888

***

14
Properties=species:S:1:pos:R:3 method="wB97M-V/def2-TZVPD" multiplicity=1 energy_ev=-15098.4814 molar_mass_g_mol=217.5 e_above_lowest_kcal_mol=0.00 homo_lumo_gap_ev=9.359 charge=+1
O 1.250 0.165 1.792
C 2.294 -0.138 1.169
O 1.395 -0.504 -0.395
H -2.283 -1.303 -0.965
Rb 5.691 0.580 -2.329
O 3.442 0.145 1.077
O -0.675 -1.164 0.326
C -1.993 -0.743 -0.069
C -1.816 0.751 -0.328
O -0.384 0.900 -0.355
C 0.193 -0.184 0.143
H -2.680 -0.963 0.754
H -2.219 1.380 0.473
H -2.216 1.078 -1.292

***

15
Properties=species:S:1:pos:R:3 method="wB97M-V/def2-TZVPD" multiplicity=2 energy_ev=-21732.5199 molar_mass_g_mol=355.3 e_above_lowest_kcal_mol=0.00 homo_lumo_gap_ev="8.931 / 8.009" charge=+1 s2=0.7604
O -0.770 1.540 1.200
C -0.131 0.633 1.882
O -0.672 -0.443 2.167
O 1.138 0.660 1.564
Pb -1.600 -1.963 1.088
O 1.031 -2.423 -1.695
C -0.150 -2.329 -1.318
C -0.270 1.795 -0.137
O -0.839 -3.387 -1.259
O -0.520 -1.320 -0.556
C 0.929 0.852 -0.283
H 0.009 2.850 -0.184
H -1.086 1.592 -0.837
H 1.880 1.400 -0.305
H 1.051 0.544 -1.327

***

10
Properties=species:S:1:pos:R:3 method="wB97M-V/def2-TZVPD" multiplicity=1 energy_ev=-17091.7573 molar_mass_g_mol=100.1 e_above_lowest_kcal_mol=78.12 smiles="C#CC(=O)CS" homo_lumo_gap_ev=9.310
C -2.212 -0.154 -0.322
C -1.132 0.359 -0.015
C 0.174 0.814 0.543
O -0.015 1.768 1.335
C 1.372 -0.084 0.227
S 1.501 -0.756 -1.430
H -3.326 -0.343 -0.315
H 2.424 0.269 0.484
H 1.266 -0.903 1.059
H -0.052 -0.970 -1.568

***

10
Properties=species:S:1:pos:R:3 method="wB97M-V/def2-TZVPD" multiplicity=1 energy_ev=-17088.9146 molar_mass_g_mol=100.1 e_above_lowest_kcal_mol=143.68 homo_lumo_gap_ev="8.461 / 8.464"
C -1.418 2.145 1.320
C 0.481 0.570 1.021
C -0.008 -0.023 -0.009
C 0.656 -1.146 -0.750
O -1.115 0.342 -0.648
S -2.118 1.524 0.010
H 1.130 0.506 1.889
H 0.962 -1.972 -0.137
H -0.068 -1.373 -1.470
H 1.498 -0.572 -1.226

***

11
Properties=species:S:1:pos:R:3 method="wB97M-V/def2-TZVPD" multiplicity=1 energy_ev=-27923.8119 molar_mass_g_mol=132.2 e_above_lowest_kcal_mol=146.46 homo_lumo_gap_ev=6.779
C 1.237 0.900 1.518
C 0.873 0.266 0.246
C -0.751 -0.015 0.127
C -1.704 1.159 -0.262
H 2.305 1.088 1.508
H 0.887 -0.140 2.227
H 0.689 1.916 1.907
H -3.180 1.284 0.129
O -0.840 2.153 -0.834
S 1.944 -0.593 -0.728
S -1.438 -1.609 0.173